1.
Computed, not measured: 2 unconnected molecules or ions with the total composition C4H13NO in a non-equilibrium geometry, with ωB97M-V/def2-TZVPD.

Its energy above the lowest of the compared OMol25 structures with the same formula, charge and spin is 20.6 kcal/mol. The value obtained for the total energy is -7895.76574 eV. As for the gap between HOMO and LUMO: 9.8 eV. Its SMILES is CCCCN.O. The HOMO energy comes out at -0.3271 Eh. For the largest force on an atom, the calculation gives 2.43 eV/Å.

Element x y z (Å)
C1 -1.812434 0.359327 1.498999
C2 -1.757783 -0.308092 0.133379
C3 -0.334735 -0.781115 -0.208329
C4 -0.344291 -1.536256 -1.586551
N1 0.460585 -0.920288 -2.633989
H1 -1.851414 -0.346074 2.325355
H2 -2.665475 1.034400 1.537986
H3 -0.876193 0.896866 1.636858
H4 -2.466130 -1.116270 -0.047484
H5 -2.023556 0.433935 -0.628225
H6 0.398268 0.006312 -0.352583
H7 0.143574 -1.521779 0.439346
H8 -1.336834 -1.746061 -2.020337
H9 -0.117913 -2.600711 -1.471733
H10 1.417973 -0.862694 -2.308739
H11 0.198318 0.002857 -2.955223
O1 4.008531 2.890468 2.331865
H12 4.223993 3.796920 2.118208
H13 4.735510 2.318258 2.191191

Atomic forces in eV per Å
-0.105 -0.209 -0.176
1.061 0.282 -0.149
-0.385 -1.661 -1.727
-0.895 0.068 -0.486
0.747 -0.753 -0.079
-0.214 -0.175 0.015
0.069 0.094 0.343
-0.119 0.405 0.036
-0.030 -0.148 0.474
0.078 0.037 0.012
-0.208 0.489 0.328
-0.502 0.380 0.771
-0.223 1.042 0.330
1.088 0.180 0.135
0.052 0.081 -0.210
-0.412 -0.110 0.385
-1.712 0.450 0.463
0.445 -0.019 -0.136
1.265 -0.432 -0.330


2.
Computed, not measured: 2 unconnected molecules or ions with the total composition C3H12N2OS in a non-equilibrium geometry, with ωB97M-V/def2-TZVPD.

Its energy above the lowest of the compared OMol25 structures with the same formula, charge and spin is 19.3 kcal/mol. The value obtained for the total energy is -19167.90195 eV. As for the gap between HOMO and LUMO: 9.5 eV. Its SMILES is NCNCCS.O. The HOMO energy comes out at -0.3236 Eh. For the largest force on an atom, the calculation gives 1.64 eV/Å.

Element x y z (Å)
N1 -0.476168 1.957296 0.095999
C1 -1.628751 1.077288 0.279981
N2 -1.264363 -0.177472 0.896835
C2 -0.544949 -1.080580 -0.005073
C3 0.742196 -1.570211 0.638647
S1 1.795334 -2.518312 -0.537851
H1 0.071442 1.596246 -0.687451
H2 -0.795116 2.860985 -0.240050
H3 -2.270655 0.863665 -0.584583
H4 -2.311556 1.562629 0.949332
H5 -0.679284 0.041893 1.690983
H6 -0.348277 -0.630317 -0.978918
H7 -1.181757 -1.943166 -0.197286
H8 0.471269 -2.335715 1.364134
H9 1.324955 -0.770177 1.052600
H10 0.886034 -2.613235 -1.515688
O1 1.729630 1.228429 -0.916348
H11 2.555344 0.886791 -1.270491
H12 1.924670 1.563963 -0.034772

Atomic forces in eV per Å
-0.541 -0.065 -0.855
-0.440 -0.036 0.586
0.030 0.007 -0.393
-0.056 -0.050 0.229
-0.408 -1.371 -0.799
0.057 0.296 -0.035
-0.317 0.170 0.393
-0.113 0.137 0.224
0.513 -0.056 -0.381
-0.338 0.448 0.586
0.032 0.001 0.137
0.158 0.266 0.036
0.005 -0.228 -0.110
0.109 0.471 0.521
0.248 0.321 0.224
-0.007 -0.001 -0.005
1.040 -0.244 -0.337
0.078 -0.091 -0.020
-0.052 0.026 -0.001


3.
Computed, not measured: 2 unconnected molecules or ions with the total composition C4H12 in a non-equilibrium geometry, with ωB97M-V/def2-TZVPD.

Its energy above the lowest of the compared OMol25 structures with the same formula, charge and spin is 6.6 kcal/mol. The value obtained for the total energy is -4342.24222 eV. As for the gap between HOMO and LUMO: 12.7 eV. Its SMILES is CC.CC. The HOMO energy comes out at -0.4260 Eh. For the largest force on an atom, the calculation gives 1.94 eV/Å.

Element x y z (Å)
C1 -1.411921 0.037912 -1.956618
C2 0.015627 0.454667 -2.247756
H1 -2.085891 0.777063 -2.401046
H2 -1.758816 -0.903925 -2.374191
H3 -1.560959 0.071743 -0.878720
H4 0.741382 -0.208905 -1.782419
H5 0.205810 1.516657 -2.125806
H6 0.297004 0.326949 -3.305867
C3 0.148855 -0.089685 1.604263
C4 1.243864 -0.419019 2.622702
H7 0.500187 -0.333676 0.598179
H8 -0.755674 -0.676201 1.737407
H9 -0.012206 0.987390 1.581845
H10 1.878235 -1.227297 2.265034
H11 1.920450 0.410926 2.833501
H12 0.830209 -0.659678 3.602569

Atomic forces in eV per Å
-0.387 1.003 -0.078
0.576 -0.781 -1.683
-0.044 0.039 0.171
0.476 -0.296 0.154
-0.276 -0.235 0.024
0.114 0.399 0.608
0.043 -0.009 0.806
-0.500 -0.118 -0.025
0.891 0.120 -0.480
0.047 0.053 0.274
0.034 0.017 0.031
-0.175 0.245 0.256
-0.579 -0.080 0.144
-0.097 -0.245 0.214
-0.084 0.180 -0.344
-0.038 -0.293 -0.073


4.
Computed, not measured: a molecular structure, C10H17NPb in a non-equilibrium geometry, with ωB97M-V/def2-TZVPD.

The value obtained for the total energy is -17377.57927 eV. As for the gap between HOMO and LUMO (spin up / spin down): 5.6 / 5.8 eV. The HOMO energy (spin up / spin down) comes out at -0.1976 / -0.2078 Eh. For the largest force on an atom, the calculation gives 4.00 eV/Å.

Element x y z (Å)
Pb1 -0.466935 1.349202 -1.208079
C1 -1.178686 2.578071 -2.986532
H1 -2.184427 2.989662 -2.857601
H2 -0.363886 3.302280 -3.016851
H3 -1.051068 1.907991 -3.853090
H4 0.948978 0.262595 -3.333500
H5 1.100440 0.176884 -2.631868
C2 -0.407181 -1.909989 -0.696982
N1 -1.206924 -0.775464 -0.159874
C3 -2.656277 -0.981141 -0.398232
C4 -0.941249 -0.611642 1.323349
C5 0.482103 -0.203724 1.542861
C6 1.139922 -0.479690 2.768137
C7 2.466641 -0.082917 2.951621
C8 3.046218 0.651060 1.936721
C9 2.337360 1.001286 0.770266
C10 1.055138 0.571910 0.562283
H6 -0.648139 -2.027567 -1.768405
H7 0.669939 -1.733886 -0.535030
H8 -0.657756 -2.865478 -0.177411
H9 -3.042180 -1.884800 0.116895
H10 -3.220530 -0.117559 -0.000810
H11 -2.818603 -1.113966 -1.480025
H12 -1.631893 0.151986 1.723178
H13 -1.238563 -1.518444 1.874474
H14 0.620117 -0.978315 3.577037
H15 3.012503 -0.308519 3.873692
H16 4.058066 1.009138 2.057582
H17 2.776872 1.641038 0.026193

Atomic forces in eV per Å
-1.332 1.017 3.637
0.679 -0.439 -2.171
0.362 -0.177 0.107
-0.238 0.397 -0.076
-0.446 0.549 -0.117
-0.017 -0.037 -1.074
0.478 -0.335 0.569
-0.375 -0.320 0.304
-0.374 -1.250 0.869
0.203 -0.236 0.235
-0.799 -0.122 -0.557
-0.325 -0.307 1.517
-0.079 0.124 -0.746
-0.648 -0.042 -0.046
0.295 0.658 -0.664
0.861 -0.036 0.938
0.692 -0.174 -1.096
0.267 0.051 0.418
-0.561 0.087 -0.234
-0.007 0.479 -0.282
0.262 0.244 -0.177
0.328 -0.286 -0.401
-0.088 0.201 0.405
0.214 0.062 -0.477
0.277 -0.135 -0.279
-0.095 -0.212 -0.095
-0.262 0.075 -0.390
0.185 0.011 -0.023
0.545 0.155 -0.092


5.
Computed, not measured: C2H4F3NOS in the gas phase in a non-equilibrium geometry, with ωB97M-V/def2-TZVPD.

Its energy above the lowest of the compared OMol25 structures with the same formula, charge and spin is 47.1 kcal/mol. The value obtained for the total energy is -24661.02851 eV. As for the gap between HOMO and LUMO: 10.7 eV. Its SMILES is C[S@](=N)(=O)C(F)(F)F. The HOMO energy comes out at -0.3703 Eh. For the largest force on an atom, the calculation gives 7.60 eV/Å.

Element x y z (Å)
C1 0.373485 1.399012 0.872217
S1 -0.593911 0.223954 -0.362673
N1 -0.457597 0.508960 -1.840221
O1 -1.912524 0.003814 0.218580
C2 0.343426 -1.467291 -0.058959
F1 0.244298 -2.182188 -1.165554
F2 1.587262 -1.243259 0.282160
F3 -0.105902 -2.138441 0.940141
H1 0.329102 2.398078 0.985185
H2 0.107405 0.933861 1.814642
H3 1.466848 0.966120 0.701146
H4 -1.381893 0.597380 -2.386664

Atomic forces in eV per Å
2.762 -6.996 -1.076
-1.469 0.928 0.348
-1.000 0.397 -0.351
0.775 0.048 0.009
-0.024 1.298 -0.576
0.123 0.134 -0.079
2.078 0.612 -0.761
-2.083 -1.027 1.407
-0.657 3.425 -0.814
-0.369 -0.129 0.170
-2.072 1.573 0.255
1.934 -0.261 1.470


6.
Computed, not measured: 2 unconnected molecules or ions with the total composition C3H7NO, with ωB97M-V/def2-TZVPD.

Its energy above the lowest of the compared OMol25 structures with the same formula, charge and spin is 81.1 kcal/mol. The value obtained for the total energy is -6759.23295 eV. As for the gap between HOMO and LUMO: 9.0 eV. The HOMO energy comes out at -0.3330 Eh. For the largest force on an atom, the calculation gives 0.72 eV/Å.

Element x y z (Å)
C1 -1.570122 1.050211 0.904642
C2 0.087429 -1.683019 -0.213688
N1 0.949802 -0.957140 -0.916988
C3 1.841689 -0.021159 -0.305128
O1 1.878188 0.219367 0.864199
H1 -2.646834 0.899795 0.788865
H2 -1.194867 1.637636 0.060809
H3 -1.374320 1.590709 1.833471
H4 -0.460834 -2.282816 -0.967276
H5 -1.060046 0.082468 0.938858
H6 1.052174 -0.995588 -1.933008
H7 2.497738 0.459535 -1.054754

Atomic forces in eV per Å
-0.009 0.000 0.003
0.212 0.017 -0.459
-0.159 -0.151 0.208
0.113 0.180 0.569
-0.022 -0.141 -0.702
0.152 0.028 0.018
-0.055 -0.077 0.123
-0.033 -0.057 -0.131
0.054 0.046 0.099
-0.111 0.205 0.039
-0.077 -0.021 0.145
-0.064 -0.029 0.088